# C5H7NO

2 unconnected molecules or ions with the total composition C5H7NO in a non-equilibrium geometry (wB97M-V/def2-TZVPD, the Open Molecules 2025 dataset).

Positions of all 14 atoms, in Å:
1 C -0.572 1.930 1.218
2 C -1.084 0.785 0.774
3 C -0.426 0.024 -0.377
4 C -1.279 -1.082 -0.928
5 O 0.668 0.330 -0.781
6 H 0.440 2.205 0.965
7 H -1.132 2.622 1.825
8 H -2.138 0.581 0.914
9 H -1.655 -1.718 -0.129
10 H -2.145 -0.642 -1.421
11 H -0.710 -1.682 -1.635
12 C 3.280 -1.130 -0.013
13 N 4.329 -1.592 0.009
14 H 2.422 -0.629 -0.421

Summary:
Lowest unoccupied orbital energy = -0.0011 Ha
SMILES string = C=CC(C)=O.C#N
Energy relative to the best compared isomer or geometry (same formula, charge and spin) = 43.2 kcal per mole
Highest occupied orbital energy = -10.4 eV

natural (NBO) population analysis, charges in e, atoms 1 to 2:
1. C -0.27
2. C -0.34

---

# C7H17ClNOPS

A single C7H17ClNOPS molecule in a non-equilibrium geometry (wB97M-V/def2-TZVPD, the Open Molecules 2025 dataset).

Positions of all 29 atoms, in Å:
1 C 4.207 1.404 0.036
2 C 2.831 1.171 0.539
3 C 2.251 -0.230 0.177
4 S 0.751 -0.577 1.176
5 P -0.761 0.082 -0.233
6 Cl -0.087 1.728 -1.177
7 N -2.335 0.074 -0.180
8 C -3.127 0.668 0.855
9 C -2.712 2.168 1.000
10 O -0.368 -1.213 -1.552
11 C -1.206 -2.327 -1.750
12 C -1.366 -3.093 -0.498
13 H 4.710 2.258 0.582
14 H 4.905 0.637 0.310
15 H 4.475 1.695 -0.964
16 H 2.193 2.038 0.215
17 H 2.849 1.132 1.613
18 H 1.934 -0.306 -0.980
19 H 2.926 -0.966 0.390
20 H -4.107 0.712 0.594
21 H -2.927 0.218 1.863
22 H -1.614 2.092 1.076
23 H -3.076 2.703 0.064
24 H -3.243 2.553 1.938
25 H -2.179 -1.997 -2.310
26 H -0.642 -2.749 -2.570
27 H -0.426 -3.425 0.002
28 H -1.855 -2.466 0.348
29 H -2.002 -3.983 -0.566

Summary:
Lowest unoccupied orbital energy = 0.0052 Ha
SMILES string = CCCS[P@](Cl)(=NCC)OCC
Energy relative to the best compared isomer or geometry (same formula, charge and spin) = 32.4 kcal per mole
Highest occupied orbital energy = -8.8 eV

natural (NBO) population analysis, charges in e, atoms 1 to 2:
1. C -0.63
2. C -0.42

---

# C7H15N2PS

2 unconnected molecules or ions with the total composition C7H15N2PS in a non-equilibrium geometry (wB97M-V/def2-TZVPD, the Open Molecules 2025 dataset).

Positions of all 26 atoms, in Å:
1 C -3.896 -0.453 -1.080
2 C -4.024 0.486 -0.345
3 C 0.258 0.164 1.477
4 C -1.729 -1.021 2.559
5 C 2.434 0.651 0.626
6 C 2.756 0.150 -2.670
7 C -1.189 -0.218 1.378
8 N 0.990 0.564 0.496
9 N 1.454 0.820 -2.270
10 P 0.169 0.159 -1.415
11 S 0.463 -1.795 -1.304
12 H -3.752 -1.175 -1.761
13 H -4.210 1.226 0.365
14 H 0.849 -0.085 2.365
15 H -1.784 -0.459 3.530
16 H -1.266 -1.964 2.804
17 H -2.766 -1.106 2.536
18 H 2.546 1.641 0.094
19 H 2.702 0.667 1.636
20 H 3.015 -0.069 0.036
21 H 3.440 0.698 -1.965
22 H 2.509 -0.914 -2.574
23 H 2.795 0.381 -3.798
24 H -1.898 0.577 1.239
25 H -1.313 -0.751 0.364
26 H 1.447 1.827 -2.324

Summary:
Lowest unoccupied orbital energy = 0.0173 Ha
Energy relative to the best compared isomer or geometry (same formula, charge and spin) = 98.7 kcal per mole
Highest occupied orbital energy = -7.5 eV

natural (NBO) population analysis, charges in e, atoms 1 to 2:
1. C -0.19
2. C -0.25

---

# C4H13N2O2

2 unconnected molecules or ions with the total composition C4H13N2O2 in a non-equilibrium geometry (wB97M-V/def2-TZVPD, the Open Molecules 2025 dataset).

Positions of all 21 atoms, in Å:
1 C -0.148 0.083 -1.412
2 N -1.610 0.375 -1.090
3 C -1.897 0.453 0.327
4 O -1.452 -0.671 0.905
5 C 1.015 0.511 -0.401
6 C 2.352 0.601 -1.295
7 N 1.213 -0.327 0.820
8 H -0.299 0.337 -2.472
9 H -0.023 -1.062 -1.536
10 H -2.195 -0.568 -1.612
11 H -2.996 0.553 0.318
12 H -1.437 1.349 0.713
13 H 0.971 1.513 0.014
14 H 2.405 1.222 -2.194
15 H 3.236 0.871 -0.748
16 H 2.560 -0.478 -1.515
17 H 0.133 -0.510 1.084
18 H 1.719 -1.128 0.583
19 H -1.365 -1.694 3.553
20 H -1.103 -0.642 2.497
21 O -1.081 -0.789 3.461

Summary:
Lowest unoccupied orbital energy (alpha / beta) = 0.0190 / -0.1039 Ha
Energy relative to the best compared isomer or geometry (same formula, charge and spin) = 58.7 kcal per mole
Highest occupied orbital energy (alpha / beta) = -9.5 / -9.2 eV
2S+1 = 2

natural (NBO) population analysis, charges in e, atoms 1 to 2:
1. C -0.28
2. N -0.47

---

# C29H39IrN3O7P3S3Si

A molecular structure, C29H39IrN3O7P3S3Si (wB97M-V/def2-TZVPD, the Open Molecules 2025 dataset).

Positions of all 86 atoms, in Å:
1 Ir -0.762 0.372 0.113
2 N -3.290 3.196 3.665
3 C -3.130 2.173 2.559
4 C -4.357 1.271 2.545
5 P -1.659 1.182 3.128
6 O -0.462 2.239 3.056
7 O -1.985 0.938 4.556
8 O -1.492 0.084 2.119
9 P -2.763 3.146 1.033
10 O -4.144 2.901 0.188
11 O -2.671 4.558 1.503
12 O -1.649 2.507 0.264
13 H -2.902 2.758 4.518
14 H -4.264 3.456 3.798
15 H -2.776 4.038 3.342
16 H -4.519 0.855 3.542
17 H -4.185 0.428 1.879
18 H -5.248 1.804 2.207
19 H 0.000 2.227 2.200
20 H -4.018 3.182 -0.728
21 C -1.276 -2.174 -2.266
22 Si -0.429 -0.632 -2.972
23 C -1.674 -0.287 -4.382
24 C 1.209 -1.167 -3.692
25 N -0.227 0.699 -1.849
26 C 0.414 1.854 -2.300
27 C 0.507 2.114 -3.685
28 C 1.118 3.219 -4.250
29 C 1.710 4.170 -3.441
30 C 1.663 3.962 -2.072
31 C 1.033 2.861 -1.510
32 O 1.113 2.684 -0.144
33 C 1.340 3.737 0.697
34 C 0.523 4.861 0.706
35 C 0.739 5.848 1.652
36 C 1.758 5.719 2.590
37 C 2.562 4.589 2.577
38 C 2.360 3.596 1.628
39 H -0.899 -3.019 -2.851
40 H -2.357 -2.142 -2.429
41 H -1.080 -2.402 -1.220
42 H -1.897 -1.246 -4.861
43 H -1.377 0.410 -5.164
44 H -2.617 0.085 -3.965
45 H 1.082 -2.020 -4.363
46 H 1.857 -1.494 -2.877
47 H 1.724 -0.372 -4.231
48 H 0.066 1.410 -4.369
49 H 1.128 3.321 -5.329
50 H 2.207 5.040 -3.849
51 H 2.145 4.666 -1.407
52 H -0.283 4.936 -0.011
53 H 0.088 6.713 1.672
54 H 1.914 6.491 3.332
55 H 3.350 4.473 3.311
56 H 2.967 2.700 1.603
57 N -2.775 0.095 -0.606
58 H -3.129 -0.833 -0.403
59 H -2.749 0.211 -1.615
60 H -3.419 0.790 -0.239
61 S 2.393 -4.541 -2.683
62 P 1.632 -3.947 -0.963
63 S 0.373 -1.555 0.483
64 C 0.555 -5.245 -0.238
65 C 0.722 -6.575 -0.622
66 C -0.095 -7.566 -0.101
67 C -1.097 -7.241 0.804
68 C -1.277 -5.920 1.184
69 C -0.459 -4.926 0.663
70 C 2.920 -3.685 0.298
71 C 2.616 -3.713 1.659
72 C 3.584 -3.396 2.599
73 C 4.863 -3.043 2.192
74 C 5.170 -3.010 0.838
75 C 4.204 -3.326 -0.105
76 H 1.491 -6.818 -1.344
77 H 0.049 -8.595 -0.405
78 H -1.737 -8.016 1.209
79 H -2.058 -5.656 1.886
80 H -0.610 -3.898 0.971
81 H 1.620 -3.975 1.990
82 H 3.333 -3.413 3.652
83 H 5.616 -2.787 2.927
84 H 6.165 -2.731 0.514
85 H 4.435 -3.302 -1.162
86 S 1.478 0.098 0.854

Summary:
Lowest unoccupied orbital energy (alpha / beta) = 0.0731 / 0.0493 Ha
Total charge = -1
Energy relative to the best compared isomer or geometry (same formula, charge and spin) = 42.3 kcal per mole
Highest occupied orbital energy (alpha / beta) = -3.8 / -3.8 eV
2S+1 = 2

Löwdin population analysis, charges in e, atoms 1 to 2:
1. Ir 0.81
2. N 0.16

---

Number 1: molecular weight 97.12 g/mol. Number 2: molecular weight 229.71 g/mol. Number 3: molecular weight 190.25 g/mol. Number 4: molecular weight 121.16 g/mol. Number 5: molecular weight 951.07 g/mol.